ORCA calculation (the ωB97M-V functional and the def2-TZVPD basis) on one molecule with the formula C16H16N4O4.

- LUMO energy (eV) = 0.6
- E_HOMO (eV) = -7.997
- HOMO-LUMO gap (eV) = 8.56
- SMILES = Cn1c(=O)c2c(nc3n2C[C@H](COc2ccccc2)O3)n(C)c1=O

Geometry as XYZ:
```
40
Properties=species:S:1:pos:R:3:forces:R:3
C -2.74176 2.68097 -0.86468 -0.251 0.102 -0.036
N -1.42440 2.23074 -0.44571 -0.239 0.055 -0.107
C -0.90398 2.79318 0.71071 0.180 -0.077 0.076
O -1.50683 3.62920 1.34913 -0.106 0.290 0.238
N 0.34070 2.35500 1.11620 -0.116 0.039 0.125
C 0.97600 1.38432 0.41530 -0.046 -0.818 -1.276
C 0.42797 0.85470 -0.74455 0.043 0.545 0.503
N 1.32481 -0.12217 -1.11863 0.535 -0.147 0.455
C 2.30132 -0.12336 -0.18697 -1.079 0.511 -0.455
N 2.15114 0.77746 0.75188 0.438 0.002 0.410
O 3.21269 -1.06764 -0.40865 0.518 0.096 0.296
C 2.61152 -1.97893 -1.34507 -0.487 -0.625 -0.027
C 2.02507 -3.17468 -0.54938 0.440 0.204 -0.315
O 1.37612 -2.77524 0.62736 -0.273 0.053 0.238
C 0.12197 -2.20752 0.60149 -0.229 0.132 0.211
C -0.15660 -1.33249 1.65023 0.189 -0.233 -0.091
C -1.38583 -0.70894 1.72774 -0.008 -0.045 -0.015
C -2.35315 -0.95183 0.76584 -0.148 0.027 0.006
C -2.08970 -1.84435 -0.25652 -0.036 0.050 0.025
C -0.86173 -2.47940 -0.34082 0.268 -0.228 -0.008
H -0.69157 -3.19078 -1.13621 0.041 -0.040 -0.053
H -2.84110 -2.05015 -1.00335 -0.058 -0.002 -0.074
H -3.30918 -0.45430 0.81922 -0.103 0.050 0.001
H -1.58670 -0.02307 2.53726 -0.016 0.071 0.096
H 0.61382 -1.15092 2.38283 0.104 0.039 0.076
H 1.38854 -3.77347 -1.21146 0.069 0.018 0.039
H 2.85463 -3.79468 -0.19907 -0.116 0.022 -0.127
H 3.39984 -2.33952 -2.00931 -0.133 0.053 0.054
C 1.53345 -1.15235 -2.09176 0.096 0.000 -0.545
H 0.62119 -1.71131 -2.29661 0.124 -0.006 0.013
H 1.91168 -0.72859 -3.02974 -0.071 -0.090 0.083
C -0.84596 1.24452 -1.25125 0.487 -0.144 0.197
O -1.41394 0.81239 -2.23595 -0.085 -0.081 -0.225
C 0.92070 2.90041 2.32465 -0.014 0.196 0.234
H 1.71427 2.22935 2.64113 -0.010 0.058 0.040
H 0.14671 2.98295 3.08662 0.093 -0.011 -0.025
H 1.32730 3.89446 2.13260 0.009 -0.026 0.068
H -3.14873 3.31975 -0.08561 0.043 -0.070 -0.099
H -3.37850 1.81245 -1.02793 0.006 0.059 -0.022
H -2.66180 3.23380 -1.80095 -0.060 -0.031 0.017
```
Positions in Å, forces in eV/Å.

=====

ORCA calculation (the ωB97M-V functional and the def2-TZVPD basis) on C18H27N3OOs as an isolated structure.

- LUMO energy (spin up / spin down) (eV) = -8.1 / -8.3
- E_HOMO (spin up / spin down) (eV) = -14.940 / -15.181
- HOMO-LUMO gap (spin up / spin down) (eV) = 6.87 / 6.85
- charge = +2

Geometry as XYZ:
```
50
Properties=species:S:1:pos:R:3:forces:R:3
Os 0.10956 -0.08510 0.32836 -0.505 -0.367 0.332
N 0.30459 0.02151 2.47193 0.078 0.044 -0.043
C -0.30210 -1.04909 3.32140 0.116 -0.057 0.019
C -1.76535 -1.26575 2.94884 -0.045 0.166 -0.169
C -2.02695 -2.58394 2.22413 -0.040 -0.083 0.086
C -1.13089 -2.84567 1.03241 0.122 0.058 -0.140
N -1.11949 -1.71170 0.04118 -0.061 0.050 -0.167
H 1.30621 0.04296 2.66214 -0.002 0.014 0.017
H -0.04447 0.92154 2.79681 0.025 -0.047 0.021
H -0.17848 -0.77832 4.36940 -0.039 0.020 -0.016
H 0.29751 -1.94359 3.14985 -0.050 -0.022 0.083
H -2.08470 -0.43212 2.30675 -0.019 -0.015 0.100
H -2.40162 -1.19878 3.82906 0.005 -0.104 0.030
H -3.07268 -2.63062 1.91406 -0.028 0.017 -0.003
H -1.87895 -3.42445 2.90593 -0.033 0.025 0.031
H -1.47315 -3.72368 0.48295 -0.002 -0.032 0.087
H -0.09104 -3.02006 1.30954 -0.021 0.006 0.005
H -2.07434 -1.37042 -0.10564 0.016 -0.016 0.103
H -0.84866 -2.10573 -0.86147 -0.026 0.091 -0.025
C 0.59571 -0.85888 -3.93682 -0.002 -0.003 0.015
C -0.11794 0.17839 -4.52140 0.022 -0.033 -0.021
C -0.74649 1.10956 -3.71430 -0.001 0.039 0.110
C -0.65523 0.99258 -2.33421 0.109 -0.110 -0.176
N 0.04219 -0.02292 -1.77717 0.052 -0.112 -0.002
C 0.65456 -0.92426 -2.56080 -0.044 0.011 0.057
C -1.26060 1.88811 -1.34880 -0.096 0.110 -0.061
C -1.99339 3.01719 -1.67617 0.032 -0.087 0.057
C -2.51985 3.80771 -0.66145 -0.003 0.005 0.024
C -2.31546 3.47868 0.67266 -0.028 -0.035 0.007
C -1.56373 2.36283 1.00316 0.008 -0.069 0.131
C -1.03811 1.52866 0.00265 0.536 0.017 -0.195
H 1.10510 -1.60327 -4.53112 -0.003 -0.001 -0.013
H -0.18339 0.26093 -5.59763 0.003 -0.002 -0.010
H -1.30308 1.92427 -4.15279 -0.006 0.009 0.000
H 1.21573 -1.69309 -2.04559 -0.004 -0.001 -0.017
H -2.15972 3.30168 -2.70552 0.002 -0.015 -0.026
H -3.08949 4.69145 -0.91487 -0.005 0.008 0.001
H -2.73625 4.09800 1.45285 0.009 0.001 0.007
H -1.43117 2.13924 2.05483 0.027 0.028 -0.018
C 3.46314 0.61610 1.11676 0.142 0.034 0.012
C 3.22320 -0.56288 0.19229 -0.204 0.167 0.126
C 3.68216 -0.29382 -1.22533 0.124 0.034 0.012
O 1.82392 -0.91708 0.19712 -0.048 0.308 -0.360
H 4.50479 0.93363 1.07041 -0.006 -0.009 -0.010
H 3.26296 0.37218 2.16093 -0.021 -0.024 0.018
H 2.85635 1.47681 0.81095 -0.035 -0.010 -0.012
H 3.71976 -1.45517 0.58395 0.000 0.012 -0.010
H 3.18025 0.58341 -1.63949 -0.031 0.004 0.002
H 3.50466 -1.15106 -1.87132 -0.010 -0.028 -0.002
H 4.75440 -0.09601 -1.23143 -0.010 0.004 0.006
```
Positions in Å, forces in eV/Å.

=====

ORCA calculation (the ωB97M-V functional and the def2-TZVPD basis) on one molecule with the formula C3H5NO3.

- LUMO energy (eV) = 0.3
- E_HOMO (eV) = -10.573
- HOMO-LUMO gap (eV) = 10.91
- SMILES = CC(=O)NC(=O)O

Geometry as XYZ:
```
12
Properties=species:S:1:pos:R:3:forces:R:3
O -1.55222 1.88983 -0.06383 0.258 0.579 0.488
C -0.89154 0.89849 -0.04731 1.283 -0.657 0.124
N 0.44470 0.77906 0.50415 -1.035 2.753 1.379
C 1.05308 -0.44509 0.67281 -0.447 -4.668 0.797
O 2.11446 -0.62007 -0.11693 1.433 -0.433 0.006
O 0.66181 -1.45316 1.29558 0.822 3.570 -1.337
C -1.21544 -0.39941 -0.65598 -0.830 -1.929 -0.645
H 0.77947 1.47992 1.19743 -0.717 -0.427 -0.952
H 2.63095 0.15383 -0.38955 -0.786 0.154 0.100
H -2.17599 -0.48531 -1.13436 -0.378 0.937 -0.501
H -0.44317 -0.67368 -1.44148 -0.724 -0.146 1.370
H -1.40611 -1.12442 0.17947 1.122 0.267 -0.828
```
Positions in Å, forces in eV/Å.

=====

ORCA calculation (the ωB97M-V functional and the def2-TZVPD basis) on a 2-piece molecular cluster, CH8N3Si overall.

- LUMO energy (eV) = -4.6
- E_HOMO (eV) = -15.023
- HOMO-LUMO gap (eV) = 10.38
- charge = +1

Geometry as XYZ:
```
13
Properties=species:S:1:pos:R:3:forces:R:3
C -0.75959 -0.00813 -0.00770 -2.088 0.068 0.886
N -1.94374 -0.71626 -0.05134 2.073 1.784 0.292
N -1.01142 1.32663 0.00719 1.130 -0.450 0.226
N 0.44790 -0.55905 0.17826 -1.802 -4.688 -2.657
Si 2.13043 0.02040 0.02068 1.886 -1.368 0.174
H -2.68295 -0.25048 0.45972 -0.360 -0.707 -0.489
H -1.89457 -1.67921 -0.21320 -0.417 -1.500 0.373
H -1.92159 1.71175 0.23139 0.177 -0.373 -0.406
H -0.37329 1.94045 -0.44739 0.544 0.528 0.177
H 0.38383 -1.95496 -0.16659 0.277 5.413 1.476
H 2.68769 -0.17686 1.49012 -0.495 0.375 -1.719
H 2.73757 -1.09861 -1.00387 -0.695 1.713 1.375
H 2.19973 1.44434 -0.49727 -0.230 -0.796 0.292
```
Positions in Å, forces in eV/Å.

=====

ORCA calculation (the ωB97M-V functional and the def2-TZVPD basis) on one molecule with the formula C6H9FO.

- LUMO energy (eV) = 0.9
- E_HOMO (eV) = -9.641
- HOMO-LUMO gap (eV) = 10.58
- SMILES = C=C1CCC[C@]1(O)F

Geometry as XYZ:
```
17
Properties=species:S:1:pos:R:3:forces:R:3
C 0.78121 -0.34728 -0.62341 -5.201 1.781 1.434
C 1.51382 -0.74304 -1.60423 -1.675 0.351 -1.205
C 1.11037 -0.04395 0.77972 -0.386 -2.075 0.972
C -0.14587 -0.20129 1.67884 0.709 3.710 -2.162
C -1.23163 0.50465 0.74017 -0.355 -1.929 0.984
C -0.90486 0.17497 -0.70074 5.153 -3.019 0.731
O -0.93263 1.13374 -1.63627 -1.333 0.968 -0.524
F -1.54300 -0.95442 -1.14314 -1.050 -0.344 -0.180
H 1.23612 -0.77445 -2.63212 -0.275 -0.131 -0.465
H 2.45361 -0.91668 -1.29838 3.627 -1.020 0.325
H 1.83998 -0.64463 1.24139 1.374 -1.275 0.087
H 1.60283 0.86371 0.69387 0.273 2.546 0.663
H -0.42068 -1.23152 1.69525 -0.051 -0.711 0.510
H -0.03281 0.30978 2.66902 -0.259 -0.778 -0.817
H -2.08200 -0.02537 1.16871 -0.959 0.569 -0.959
H -1.36868 1.55878 0.72592 0.221 0.983 0.922
H -1.87578 1.33699 -1.75462 0.186 0.374 -0.317
```
Positions in Å, forces in eV/Å.

=====

ORCA calculation (the ωB97M-V functional and the def2-TZVPD basis) on C16H18N5O2RuS as an isolated structure.

- LUMO energy (spin up / spin down) (eV) = -10.6 / -13.0
- E_HOMO (spin up / spin down) (eV) = -18.572 / -18.553
- HOMO-LUMO gap (spin up / spin down) (eV) = 7.97 / 5.55
- charge = +3
- 2S+1 = 5

Geometry as XYZ:
```
43
Properties=species:S:1:pos:R:3:forces:R:3
Ru 0.33683 -0.63572 -0.55525 0.349 2.295 0.043
N 2.15289 -0.16959 0.59952 -0.413 -0.186 -0.584
C 2.88445 0.99492 0.00950 0.352 0.458 0.063
C 2.04156 2.25647 -0.04667 -0.473 -0.387 -0.323
C 0.79960 2.14470 -0.93176 0.504 1.313 0.858
O 0.00911 3.04246 -1.05609 0.018 -0.570 -0.314
O 0.65738 0.96443 -1.55601 -0.428 -1.266 -0.022
H 1.92097 0.03640 1.56937 -0.079 -0.027 0.061
H 2.78471 -0.96840 0.62401 0.042 -0.035 0.069
H 3.22774 0.71258 -0.98410 -0.024 -0.060 0.018
H 3.76617 1.21077 0.61562 0.004 -0.180 0.016
H 2.64196 3.07453 -0.44732 0.019 0.035 0.051
H 1.69865 2.57299 0.94150 0.068 0.050 0.010
N -2.81831 2.18927 -1.09817 -0.194 0.264 -0.079
C -2.43129 1.05784 -1.58875 0.386 -0.397 0.503
S -2.03462 -0.27187 -0.51540 -0.137 -0.207 -0.093
N -2.45087 0.80720 -2.92777 0.002 0.243 -0.636
C -2.53623 1.67915 -3.99378 0.031 -0.029 0.197
C -2.10031 3.02886 -3.90678 0.073 0.354 0.007
C -2.18970 3.82826 -5.01012 0.095 -0.043 0.161
C -2.69929 3.30713 -6.22648 -0.008 -0.023 -0.107
C -3.16510 1.97462 -6.30056 -0.090 -0.262 0.076
C -3.05401 1.15660 -5.21554 -0.083 0.028 -0.201
H -2.79668 2.35928 -0.10002 0.094 -0.084 0.042
H -3.16379 2.94679 -1.67542 -0.097 -0.016 0.044
H -2.44410 -0.17488 -3.17730 -0.080 -0.088 0.156
H -1.62780 3.40553 -3.00631 0.055 -0.068 -0.035
H -1.83109 4.84861 -4.97704 0.008 -0.007 0.004
H -2.69758 3.92033 -7.12003 -0.079 0.057 0.047
H -3.61862 1.60380 -7.21048 0.089 0.034 -0.050
H -3.41097 0.13424 -5.25820 0.025 -0.005 0.019
N -1.58744 -5.28571 3.60332 0.010 0.045 -0.099
C -1.12736 -4.89974 2.62467 -0.058 -0.088 0.179
C -0.53061 -4.39539 1.42554 0.041 0.094 -0.089
C -0.07404 -5.24439 0.41536 0.033 0.137 -0.011
C 0.53086 -4.69117 -0.70999 -0.035 -0.035 0.145
C 0.63939 -3.32200 -0.79337 0.115 -0.501 -0.028
N 0.16469 -2.50241 0.17327 -0.032 -0.700 -0.241
C -0.40917 -3.02035 1.26663 -0.053 -0.034 0.103
H -0.18914 -6.31634 0.51398 0.011 -0.005 0.022
H 0.90484 -5.32218 -1.50380 0.036 0.037 -0.014
H 1.12245 -2.84902 -1.64757 -0.085 -0.133 0.017
H -0.77754 -2.33432 2.01814 -0.015 -0.006 0.013
```
Positions in Å, forces in eV/Å.